Entry 1:
Entry from the OMol25 dataset: C21H31BrN4O2 in the gas phase (the ωB97M-V functional and the def2-TZVPD basis).

## Properties
**E_HOMO**: -8.28 eV
**LUMO**: 0.3942 eV
**SMILES string**: CCN1CCC[C@@H]1CN1C[C@H](C(=O)Nc2ccc(Br)cc2NC(C)C)CC1=O
**Energy relative to the best compared isomer or geometry (same formula, charge and spin)**: 2.0 kcal/mol
**E_tot**: -3762.38556 Eh

Cartesian coordinates (Å):
C1 -4.56513 -2.19300 -5.75690
C2 -3.48767 -1.79214 -4.76264
N1 -3.66414 -2.42156 -3.46394
C3 -3.47987 -3.86778 -3.49214
C4 -3.38115 -4.24156 -2.02152
C5 -2.64187 -3.04571 -1.39688
C6 -2.72469 -1.92766 -2.45483
C7 -3.20944 -0.60535 -1.87366
N2 -2.27327 -0.02888 -0.92169
C8 -0.83391 -0.22615 -0.99232
C9 -0.30389 0.63417 0.16199
C10 0.96515 0.05786 0.76557
O1 1.06272 -1.12376 1.02925
N3 1.94446 0.97393 1.01462
C11 3.22335 0.71230 1.56593
C12 3.92467 -0.44595 1.28307
C13 5.20518 -0.63434 1.78401
C14 5.76586 0.36553 2.55227
Br1 7.52323 0.14634 3.23298
C15 5.07841 1.52798 2.85940
C16 3.78321 1.70858 2.38381
N4 3.03023 2.86220 2.62644
C17 3.46180 3.84883 3.61686
C18 3.36299 3.32620 5.04813
C19 2.62325 5.10408 3.43075
C20 -1.46322 0.62939 1.16278
C21 -2.69493 0.38111 0.30895
O2 -3.84837 0.49782 0.66434
H1 -4.45249 -1.62696 -6.68226
H2 -4.50884 -3.25178 -6.01003
H3 -5.55478 -1.99124 -5.34640
H4 -2.48972 -2.03405 -5.17205
H5 -3.51849 -0.70989 -4.62844
H6 -4.30815 -4.35836 -4.00228
H7 -2.54871 -4.13730 -4.02370
H8 -4.37924 -4.33913 -1.59540
H9 -2.86019 -5.18650 -1.87367
H10 -3.11100 -2.72852 -0.46408
H11 -1.60556 -3.29181 -1.16493
H12 -1.73244 -1.78457 -2.91852
H13 -3.39366 0.11183 -2.67928
H14 -4.15443 -0.75920 -1.35371
H15 -0.56131 -1.27232 -0.83723
H16 -0.43853 0.10153 -1.95585
H17 -0.13278 1.65199 -0.19635
H18 1.78475 1.92416 0.71694
H19 3.46282 -1.20495 0.67015
H20 5.75491 -1.53827 1.56682
H21 5.55237 2.27243 3.48044
H22 2.04577 2.64519 2.72539
H23 4.49976 4.09878 3.38770
H24 3.76533 4.05361 5.75481
H25 2.31645 3.14904 5.30886
H26 3.90535 2.38996 5.17673
H27 2.91722 5.87313 4.14495
H28 2.73505 5.50060 2.42222
H29 1.56529 4.88363 3.59850
H30 -1.37315 -0.20976 1.85687
H31 -1.56457 1.54630 1.73918

Entry 2:
Entry from the OMol25 dataset: 2 unconnected molecules or ions with the total composition C20H25NO5S2 in a non-equilibrium geometry (the ωB97M-V functional and the def2-TZVPD basis).

## Properties
**E_HOMO**: -8.54 eV
**LUMO**: -0.1500 eV
**SMILES string**: C=C(S(=O)(=O)c1ccccc1)S(=O)(=O)c1ccccc1.COC[C@@H]1CCCN1
**Energy relative to the best compared isomer or geometry (same formula, charge and spin)**: 56.2 kcal/mol
**E_tot**: -2004.23992 Eh

Cartesian coordinates (Å):
C1 -0.35564 -1.60840 1.57199
C2 -0.59647 -0.30841 1.09984
S1 0.68131 0.41313 0.14616
O1 1.79415 -0.52126 0.26658
O2 0.14549 0.78396 -1.14687
C3 1.39893 1.90741 0.83206
C4 1.30412 3.10695 0.12398
C5 2.09328 4.19402 0.50159
C6 2.99558 4.07300 1.55949
C7 3.06974 2.87574 2.27978
C8 2.27007 1.79048 1.91923
S2 -2.07989 0.49786 1.60331
O3 -1.93116 0.83155 3.00406
O4 -3.19308 -0.32942 1.17254
C9 -2.20435 2.07804 0.76985
C10 -2.65443 2.11482 -0.54796
C11 -2.80250 3.34384 -1.19134
C12 -2.47996 4.53003 -0.51998
C13 -2.03852 4.48505 0.80828
C14 -1.93054 3.25815 1.46514
H1 0.63362 -1.75954 2.03958
H2 -1.18828 -2.01240 2.16993
H3 0.61603 3.18216 -0.71841
H4 2.00877 5.12884 -0.05820
H5 3.64592 4.90905 1.82565
H6 3.76371 2.77254 3.11411
H7 2.33374 0.84627 2.45449
H8 -2.89332 1.18000 -1.05081
H9 -3.17671 3.36253 -2.21466
H10 -2.57658 5.48816 -1.02771
H11 -1.78758 5.40119 1.34430
H12 -1.61438 3.20974 2.50532
C15 1.66915 -0.77891 -3.08733
O5 1.23053 -1.59981 -2.01903
C16 0.87014 -2.89315 -2.41009
C17 0.59099 -3.66555 -1.13671
C18 -0.22535 -4.93064 -1.31463
C19 -0.96161 -5.10890 0.01537
C20 -0.80875 -3.79114 0.77771
N1 -0.03552 -2.85824 -0.04125
H13 1.94468 0.16122 -2.61331
H14 2.54999 -1.21188 -3.58745
H15 0.86967 -0.60128 -3.82297
H16 -0.01281 -2.88963 -3.07975
H17 1.71527 -3.41478 -2.91184
H18 1.57685 -3.94791 -0.73452
H19 -0.90315 -4.84210 -2.17588
H20 0.46299 -5.76354 -1.51832
H21 -2.01532 -5.35250 -0.11863
H22 -0.49750 -5.90947 0.59398
H23 -1.80797 -3.37692 0.96413
H24 -0.29942 -3.96606 1.73575
H25 0.83607 -2.48390 0.38345

Entry 3:
Entry from the OMol25 dataset: a molecular structure, C5H11FN2 in a non-equilibrium geometry (the ωB97M-V functional and the def2-TZVPD basis).

## Properties
**E_HOMO**: -8.96 eV
**LUMO**: 0.8717 eV
**Energy relative to the best compared isomer or geometry (same formula, charge and spin)**: 83.9 kcal/mol
**E_tot**: -406.34968 Eh

Cartesian coordinates (Å):
C1 2.21877 -0.18361 -0.30934
C2 -0.23542 0.05726 0.19236
C3 -0.06876 1.60851 0.23953
C4 -1.50110 -0.44242 0.86108
C5 -0.83653 -0.54417 -1.03891
H1 2.48900 0.90599 -0.32243
H2 1.97641 -0.60852 -1.35252
H3 2.96235 -0.81291 0.12901
H4 1.26399 -0.37974 1.50497
H5 -0.29438 2.08500 1.38008
H6 0.81935 2.12677 -0.34665
H7 -1.48580 -1.12361 1.72258
H8 -2.16368 0.29448 0.98039
H9 -1.31383 -2.35674 -0.08257
H10 -1.43777 0.19607 -1.64326
H11 -0.13067 -1.02521 -1.70933
N1 0.95273 -0.50845 0.47112
N2 -1.92118 -1.43364 -0.29474
F1 -1.29348 2.14494 -0.38135

Entry 4:
Entry from the OMol25 dataset: a molecular structure, C35H35F6N2OPTeYb in a non-equilibrium geometry (the ωB97M-V functional and the def2-TZVPD basis).

## Properties
**E_HOMO (alpha / beta)**: -10.87 / -10.88 eV
**LUMO (alpha / beta)**: -2.9515 / -3.2857 eV
**Energy relative to the best compared isomer or geometry (same formula, charge and spin)**: 8.9 kcal/mol
**E_tot**: -3906.75449 Eh
**Expectation value of S²**: 0.751
**2S+1**: 2
**Net charge**: +1

Cartesian coordinates (Å):
Yb1 -0.48002 1.47626 2.21217
C1 -1.87458 1.90586 4.64746
C2 -1.24341 3.13103 4.86489
C3 -1.75757 4.28731 4.29121
C4 -2.90303 4.22636 3.51182
C5 -3.53344 3.00965 3.28702
C6 -3.02422 1.84739 3.85188
H1 -1.53916 1.02046 5.17605
H2 -0.38402 3.18847 5.52017
H3 -1.27295 5.23761 4.47112
H4 -3.30710 5.13027 3.07593
H5 -4.43515 2.96736 2.69075
H6 -3.55089 0.90969 3.73412
N1 -4.06738 -7.81203 -0.44638
C7 -3.72466 -6.78265 -0.06868
C8 -3.28123 -5.48684 0.36603
C9 -3.70176 -4.95352 1.58083
C10 -3.26311 -3.70338 1.97614
C11 -2.40333 -2.96429 1.16268
C12 -1.99111 -3.50624 -0.05985
C13 -2.42010 -4.75726 -0.45418
C14 -1.92152 -1.67165 1.55431
C15 -1.51592 -0.57139 1.89232
H7 -4.36990 -5.52527 2.21026
H8 -3.58374 -3.29039 2.92262
H9 -1.33295 -2.93571 -0.70028
H10 -2.09101 -5.18346 -1.39170
F1 0.91120 3.05245 2.94228
P1 2.19209 1.98725 3.25095
F2 3.22437 0.83563 3.44155
F3 1.72407 1.32990 1.75718
F4 3.17619 2.95914 2.52797
F5 0.94565 0.96382 3.83922
F6 2.36067 2.59540 4.67427
C16 -0.51293 4.27786 -0.77762
C17 -0.67146 3.06722 0.10666
O1 -1.24892 3.20233 1.23293
N2 -0.21511 1.85128 -0.18079
Te1 0.73592 1.57398 -1.90216
C18 -0.25597 -0.12606 -2.70059
C19 0.45750 -0.88749 -3.63872
C20 1.87474 -0.60114 -4.07492
C21 -0.19326 -1.96178 -4.22924
C22 -1.53475 -2.26411 -3.95711
C23 -2.22670 -3.41246 -4.63130
C24 -2.22286 -1.44939 -3.06213
C25 -1.62370 -0.37867 -2.42226
C26 -2.44598 0.45469 -1.47861
C27 2.52193 0.78236 -1.09494
C28 3.69741 1.49306 -1.37401
C29 3.76772 2.75954 -2.19598
C30 4.89356 0.98168 -0.88614
C31 4.94636 -0.18963 -0.14441
C32 6.24633 -0.72138 0.38473
C33 3.75507 -0.85648 0.11921
C34 2.53019 -0.39319 -0.33488
C35 1.29992 -1.17679 0.03422
H11 -0.99332 5.13253 -0.31036
H12 -0.96303 4.10871 -1.75654
H13 0.54652 4.50107 -0.91438
H14 2.13293 0.45739 -4.02634
H15 2.01072 -0.91162 -5.10945
H16 2.59628 -1.14445 -3.46239
H17 0.35081 -2.55728 -4.95362
H18 -1.63198 -3.81106 -5.45104
H19 -3.19523 -3.10322 -5.02552
H20 -2.41432 -4.22225 -3.92347
H21 -3.26756 -1.65612 -2.85975
H22 -3.49475 0.17661 -1.55424
H23 -2.36447 1.52084 -1.71284
H24 -2.13186 0.30588 -0.44318
H25 2.84394 3.33503 -2.19023
H26 4.01214 2.53108 -3.23588
H27 4.55201 3.40840 -1.81049
H28 5.80865 1.52560 -1.09101
H29 7.09671 -0.18095 -0.02603
H30 6.35723 -1.77852 0.14243
H31 6.27894 -0.63263 1.47204
H32 3.77683 -1.76146 0.71734
H33 1.31512 -2.15325 -0.45554
H34 0.37225 -0.67549 -0.23301
H35 1.26945 -1.35751 1.10942

Entry 5:
Entry from the OMol25 dataset: 2 unconnected molecules or ions with the total composition C6H14O (the ωB97M-V functional and the def2-TZVPD basis).

## Properties
**E_HOMO (alpha / beta)**: -10.32 / -7.87 eV
**LUMO (alpha / beta)**: 0.6118 / 0.9786 eV
**Energy relative to the best compared isomer or geometry (same formula, charge and spin)**: 119.0 kcal/mol
**E_tot**: -312.06546 Eh

Cartesian coordinates (Å):
C1 2.54515 -2.18562 0.35847
C2 1.86054 -1.20845 -0.48758
C3 0.34570 -1.07820 -0.25577
C4 -0.07872 0.37316 -0.43934
C5 -1.53997 0.67177 -0.13898
C6 -1.79756 2.16408 -0.24495
O1 -3.16263 2.40918 0.01619
H1 1.09623 -1.64925 5.36005
H2 3.51222 -2.58750 0.07122
H3 2.11526 -2.52037 1.29749
H4 2.31917 -0.19726 -0.30252
H5 2.09612 -1.38468 -1.54897
H6 -0.20174 -1.73570 -0.94415
H7 0.09207 -1.41374 0.75840
H8 0.16239 0.68727 -1.46565
H9 0.54953 0.98536 0.22439
H10 -2.20242 0.14105 -0.83389
H11 -1.79857 0.33678 0.87349
H12 -1.14920 2.69195 0.47489
H13 -1.51222 2.51119 -1.25275
H14 -3.30509 3.36202 -0.01745

Entry 6:
Entry from the OMol25 dataset: a molecular structure, C4H5NiO2 in a non-equilibrium geometry (the ωB97M-V functional and the def2-TZVPD basis).

## Properties
**E_HOMO (alpha / beta)**: -12.87 / -14.27 eV
**LUMO (alpha / beta)**: -5.4400 / -5.5648 eV
**E_tot**: -1813.68962 Eh
**Expectation value of S²**: 2.018
**2S+1**: 3
**Net charge**: +1

Cartesian coordinates (Å):
H1 -3.19041 0.99766 0.11824
O1 -2.34868 1.01217 -0.34538
C1 -1.50936 0.01503 0.19808
C2 -0.20720 0.02442 -0.48393
C3 0.65354 0.19602 -1.37687
H2 -1.95716 -0.98840 0.09164
H3 -1.33512 0.18073 1.27552
H4 1.16212 0.68870 -2.19296
C4 1.63668 -0.58303 0.23135
O2 2.01156 0.05211 1.31312
Ni1 3.74469 0.05177 0.82971
H5 1.33934 -1.64719 0.34148

Entry 7:
Entry from the OMol25 dataset: C19H17BrNO4PS in the gas phase in a non-equilibrium geometry (the ωB97M-V functional and the def2-TZVPD basis).

## Properties
**E_HOMO**: -8.82 eV
**LUMO**: -1.5118 eV
**SMILES string**: NC[C@H](O)Cc1ccc2c(c1[PH2]=S)C(=O)c1c(CC(=O)Br)cccc1C2=O
**Energy relative to the best compared isomer or geometry (same formula, charge and spin)**: 163.1 kcal/mol
**E_tot**: -4403.15174 Eh

Cartesian coordinates (Å):
N1 6.04421 -0.76817 1.24219
C1 5.39321 0.42909 0.62488
C2 3.82621 0.18273 0.34905
O1 3.06651 0.26425 1.60095
C3 3.53073 -1.22970 -0.40690
C4 1.95545 -1.52273 -0.15772
C5 1.56330 -2.58445 0.92545
C6 0.08723 -2.93278 1.30004
C7 -1.04700 -2.19268 0.55589
C8 -0.64454 -1.15570 -0.55613
C9 0.81117 -0.79566 -0.93420
P1 1.26585 0.50055 -2.25098
S1 2.32193 -0.26463 -3.69366
C10 -1.88878 -0.46053 -1.30974
O2 -1.94498 -0.29714 -2.55372
C11 -3.09713 -0.03183 -0.32769
C12 -3.77713 1.33737 -0.53726
C13 -3.28382 2.37233 -1.68030
C14 -3.15756 3.87625 -1.07751
O3 -4.12426 4.65545 -1.12076
Br1 -1.36113 4.38291 -0.32586
C15 -4.97393 1.67126 0.42032
C16 -5.40119 0.64325 1.52044
C17 -4.67115 -0.73405 1.73208
C18 -3.49578 -1.06268 0.78917
C19 -2.61714 -2.41621 0.86127
O4 -3.10361 -3.53094 1.16390
H1 6.98865 -0.45788 1.53882
H2 5.49695 -0.94210 2.11121
H3 5.88963 0.69352 -0.38583
H4 5.45568 1.38111 1.26963
H5 3.47599 1.08328 -0.28334
H6 2.22172 0.72691 1.40417
H7 3.80700 -1.20988 -1.51147
H8 4.08831 -2.05431 0.17352
H9 2.38504 -3.15467 1.49240
H10 -0.12192 -3.71525 2.11512
H11 1.94955 1.61100 -1.60916
H12 0.09357 1.09438 -2.85817
H13 -2.21812 2.11911 -2.04722
H14 -3.98324 2.31426 -2.57821
H15 -5.51276 2.67990 0.30392
H16 -6.28895 0.96795 2.16888
H17 -5.00375 -1.47291 2.54252

> Number 3 is which compound?

C5H11FN2

> Which of these has the lowest E_tot?

C19H17BrNO4PS

Repeat the first record exactly.
Entry from the OMol25 dataset: C21H31BrN4O2 in the gas phase (the ωB97M-V functional and the def2-TZVPD basis).

## Properties
**E_HOMO**: -8.28 eV
**LUMO**: 0.3942 eV
**SMILES string**: CCN1CCC[C@@H]1CN1C[C@H](C(=O)Nc2ccc(Br)cc2NC(C)C)CC1=O
**Energy relative to the best compared isomer or geometry (same formula, charge and spin)**: 2.0 kcal/mol
**E_tot**: -3762.38556 Eh

Cartesian coordinates (Å):
C1 -4.56513 -2.19300 -5.75690
C2 -3.48767 -1.79214 -4.76264
N1 -3.66414 -2.42156 -3.46394
C3 -3.47987 -3.86778 -3.49214
C4 -3.38115 -4.24156 -2.02152
C5 -2.64187 -3.04571 -1.39688
C6 -2.72469 -1.92766 -2.45483
C7 -3.20944 -0.60535 -1.87366
N2 -2.27327 -0.02888 -0.92169
C8 -0.83391 -0.22615 -0.99232
C9 -0.30389 0.63417 0.16199
C10 0.96515 0.05786 0.76557
O1 1.06272 -1.12376 1.02925
N3 1.94446 0.97393 1.01462
C11 3.22335 0.71230 1.56593
C12 3.92467 -0.44595 1.28307
C13 5.20518 -0.63434 1.78401
C14 5.76586 0.36553 2.55227
Br1 7.52323 0.14634 3.23298
C15 5.07841 1.52798 2.85940
C16 3.78321 1.70858 2.38381
N4 3.03023 2.86220 2.62644
C17 3.46180 3.84883 3.61686
C18 3.36299 3.32620 5.04813
C19 2.62325 5.10408 3.43075
C20 -1.46322 0.62939 1.16278
C21 -2.69493 0.38111 0.30895
O2 -3.84837 0.49782 0.66434
H1 -4.45249 -1.62696 -6.68226
H2 -4.50884 -3.25178 -6.01003
H3 -5.55478 -1.99124 -5.34640
H4 -2.48972 -2.03405 -5.17205
H5 -3.51849 -0.70989 -4.62844
H6 -4.30815 -4.35836 -4.00228
H7 -2.54871 -4.13730 -4.02370
H8 -4.37924 -4.33913 -1.59540
H9 -2.86019 -5.18650 -1.87367
H10 -3.11100 -2.72852 -0.46408
H11 -1.60556 -3.29181 -1.16493
H12 -1.73244 -1.78457 -2.91852
H13 -3.39366 0.11183 -2.67928
H14 -4.15443 -0.75920 -1.35371
H15 -0.56131 -1.27232 -0.83723
H16 -0.43853 0.10153 -1.95585
H17 -0.13278 1.65199 -0.19635
H18 1.78475 1.92416 0.71694
H19 3.46282 -1.20495 0.67015
H20 5.75491 -1.53827 1.56682
H21 5.55237 2.27243 3.48044
H22 2.04577 2.64519 2.72539
H23 4.49976 4.09878 3.38770
H24 3.76533 4.05361 5.75481
H25 2.31645 3.14904 5.30886
H26 3.90535 2.38996 5.17673
H27 2.91722 5.87313 4.14495
H28 2.73505 5.50060 2.42222
H29 1.56529 4.88363 3.59850
H30 -1.37315 -0.20976 1.85687
H31 -1.56457 1.54630 1.73918

> What is the formula in the second record?

C20H25NO5S2